Entry 1:
The following is a quantum chemistry calculation of a cluster of 2 separate species, C3BF9 in total, from OMol25.

```
13
C3BF9 (wB97M-V/def2-TZVPD)
B 0.520 -0.042 0.802
C -0.067 -1.391 0.064
C -1.779 0.746 -0.035
C 1.429 0.952 -0.136
F 0.831 -2.347 -0.453
F -0.723 -2.093 1.022
F -0.833 -1.214 -1.038
F -2.917 0.138 0.260
F 0.450 0.030 2.067
F -2.022 1.480 -1.026
F 2.541 1.498 0.374
F 0.714 2.007 -0.648
F 1.856 0.235 -1.252
```

Summary:
HOMO energy: -12.2887 eV
energy above the lowest of the compared OMol25 structures with the same formula, charge and spin: 0.00 kJ/mol

Entry 2:
The following is a quantum chemistry calculation of a cluster of 2 separate species, C2H8N2O in total, from OMol25.

```
13
C2H8N2O (wB97M-V/def2-TZVPD)
H -1.337 -1.354 -1.592
N -1.144 -0.889 -0.712
C -2.030 0.009 -0.545
N -2.038 0.778 0.575
H -2.809 0.237 -1.265
H -2.695 1.538 0.607
H -1.191 0.893 1.099
C 2.554 -0.237 0.436
O 1.357 0.388 0.051
H 2.433 -1.309 0.603
H 2.898 0.238 1.357
H 3.340 -0.078 -0.311
H 0.662 -0.214 -0.304
```

Summary:
HOMO energy: -9.5705 eV
energy above the lowest of the compared OMol25 structures with the same formula, charge and spin: 126.71 kJ/mol
SMILES: [H]/N=C/N.CO

Entry 3:
The following is a quantum chemistry calculation of a cluster of 2 separate species, F2H2N2 in total, from OMol25.

```
6
F2H2N2 (wB97M-V/def2-TZVPD)
N -0.006 1.127 0.317
N -0.095 -0.905 -0.092
F 0.757 1.446 -0.792
F 1.137 -1.354 0.117
H -0.949 0.946 -0.155
H -0.844 -1.261 0.605
```

Summary:
HOMO energy (alpha / beta): -10.1876 / -10.5602 eV
energy above the lowest of the compared OMol25 structures with the same formula, charge and spin: 419.72 kJ/mol

Entry 4:
The following is a quantum chemistry calculation of an isolated molecule of C7H12N2O5, from OMol25.

```
26
C7H12N2O5 (wB97M-V/def2-TZVPD)
C -1.498 -1.653 -0.274
C -1.798 -0.136 -0.097
N -0.860 0.407 0.899
C 0.503 0.671 0.835
O 1.152 0.853 1.879
C 1.156 0.909 -0.590
N 0.991 2.262 -1.109
C 2.580 0.592 -0.373
C 2.857 -0.633 0.429
O 3.451 -0.808 1.480
O 2.370 -1.637 -0.293
C -3.222 0.093 0.523
O -3.527 0.912 1.368
O -4.120 -0.643 -0.186
H -0.427 -1.868 -0.209
H -1.907 -2.117 -1.185
H -1.942 -2.305 0.537
H -1.780 0.445 -1.065
H -1.266 0.542 1.858
H 0.560 0.331 -1.253
H -0.015 2.463 -0.880
H 1.594 2.817 -0.534
H 3.119 0.542 -1.298
H 2.817 1.479 0.242
H 2.769 -2.414 0.125
H -3.557 -1.103 -0.831
```

Summary:
HOMO energy: -9.6420 eV
energy above the lowest of the compared OMol25 structures with the same formula, charge and spin: 152.11 kJ/mol
SMILES: C[C@H](NC(=O)[C@@H](N)CC(=O)O)C(=O)O

Entry 5:
The following is a quantum chemistry calculation of a cluster of 2 separate species, C13H21N2 in total, from OMol25.

```
36
C13H21N2 (wB97M-V/def2-TZVPD)
C 1.167 0.315 -1.046
C -0.668 1.528 -2.063
C 0.631 0.588 0.177
C -1.164 1.819 -0.856
C 0.537 0.763 -2.210
C -1.167 -0.927 3.545
C -0.176 -1.814 3.286
C -1.077 1.244 1.571
C -0.605 -3.110 2.613
C 1.265 -1.639 3.587
C -2.377 1.862 1.925
C 2.074 -0.429 -3.651
C 0.627 1.247 -4.625
N -0.525 1.366 0.333
N 1.012 0.558 -3.435
H 2.020 -0.397 -1.187
H -1.230 1.873 -2.926
H 1.113 0.406 1.032
H -2.101 2.395 -0.710
H -2.183 -0.933 3.107
H -0.881 0.062 3.910
H -0.564 -2.916 1.495
H -1.616 -3.284 2.858
H 0.089 -3.935 2.778
H 1.790 -2.407 4.035
H 1.664 -0.833 4.217
H 1.793 -1.613 2.656
H -2.358 1.804 3.012
H -3.287 1.385 1.552
H -2.466 2.944 1.543
H 1.737 -1.116 -4.509
H 3.109 -0.143 -4.138
H 2.257 -1.034 -2.777
H 1.398 1.317 -5.413
H -0.114 0.861 -5.298
H 0.273 2.191 -4.387
```

Summary:
HOMO energy: -10.8336 eV
energy above the lowest of the compared OMol25 structures with the same formula, charge and spin: 645.63 kJ/mol
charge: +1

Entry 6:
The following is a quantum chemistry calculation of a cluster of 2 separate species, C10H19IN in total, from OMol25.

```
31
C10H19IN (wB97M-V/def2-TZVPD)
C 1.949 -2.324 2.438
C 0.805 -2.315 1.735
C -0.305 -0.541 0.419
C -0.806 1.931 -2.277
C -2.915 1.699 1.086
C 0.688 -2.305 -0.864
C -1.479 0.023 0.142
C -1.615 2.329 -0.991
C 3.311 -0.073 0.052
C -2.314 1.238 -0.229
N 0.527 -1.574 0.451
I 5.165 0.367 -1.059
H 2.824 -1.779 2.252
H 2.174 -3.190 3.066
H 0.086 -3.039 1.962
H -1.413 1.956 -3.229
H -0.347 0.901 -2.182
H 0.099 2.519 -2.470
H -2.098 1.964 1.767
H -3.826 1.269 1.495
H -3.193 2.779 0.689
H 0.413 -3.235 -0.470
H 0.069 -1.748 -1.522
H 1.785 -2.390 -1.054
H 3.682 -0.865 0.759
H -2.220 -0.814 0.521
H -2.405 3.122 -1.352
H -0.960 2.893 -0.196
H 2.576 -0.431 -0.656
H 2.964 0.769 0.518
H -3.224 0.866 -0.803
```

Summary:
HOMO energy: -11.9906 eV
energy above the lowest of the compared OMol25 structures with the same formula, charge and spin: 168.23 kJ/mol
charge: +1

Entry 7:
The following is a quantum chemistry calculation of a cluster of 2 separate species, C9H14 in total, from OMol25.

```
23
C9H14 (wB97M-V/def2-TZVPD)
C 1.792 -1.290 -1.043
C 0.899 -1.090 0.150
C -0.484 -1.164 -0.023
C -1.329 -0.865 1.041
C -0.804 -0.705 2.322
C 0.566 -0.663 2.494
C 1.421 -0.795 1.398
H 1.534 -2.197 -1.600
H 2.842 -1.415 -0.765
H 1.739 -0.434 -1.716
H -0.889 -1.625 -0.915
H -2.359 -0.584 0.838
H -1.455 -0.649 3.188
H 1.008 -0.356 3.431
H 2.491 -0.704 1.551
C -0.477 2.906 -2.920
C -1.390 2.429 -1.790
H -0.869 3.815 -3.367
H 0.504 3.188 -2.543
H -0.361 2.141 -3.690
H -0.867 1.816 -1.050
H -2.164 1.723 -2.100
H -1.821 3.293 -1.288
```

Summary:
HOMO energy: -9.0373 eV
energy above the lowest of the compared OMol25 structures with the same formula, charge and spin: 48.03 kJ/mol
SMILES: Cc1ccccc1.CC

Entry 8:
The following is a quantum chemistry calculation of a structure of composition C20H31BN10O2RuSSe2, from OMol25.

```
68
C20H31BN10O2RuSSe2 (wB97M-V/def2-TZVPD)
Ru -0.896 1.204 -0.328
N 4.028 -5.464 3.172
C 3.693 -4.287 2.562
C 2.482 -4.163 1.865
C 2.171 -2.987 1.213
C 3.047 -1.913 1.269
C 4.241 -2.009 1.966
C 4.561 -3.189 2.606
S 2.742 -0.463 0.329
O 2.915 -0.857 -0.999
O 3.618 0.606 0.737
N 1.114 -0.057 0.499
C 0.731 0.152 1.782
N 1.562 0.016 2.817
C 1.096 0.305 4.016
C -0.204 0.762 4.239
C -0.995 0.872 3.125
N -0.553 0.550 1.905
H 3.368 -6.216 3.233
H 4.852 -5.521 3.740
H 1.793 -4.998 1.843
H 1.241 -2.899 0.665
H 4.901 -1.155 2.008
H 5.493 -3.274 3.151
H 1.795 0.179 4.835
H -0.567 1.022 5.220
H -2.018 1.231 3.185
C 0.806 -3.975 -3.248
Se 0.266 -2.257 -2.516
C 1.254 -1.119 -3.778
C 0.211 -0.392 -4.516
Se -0.873 0.749 -3.327
C -2.513 -0.270 -3.533
H 1.864 -4.119 -3.037
H 0.627 -3.982 -4.319
H 0.214 -4.745 -2.759
H 1.891 -1.754 -4.391
H 1.895 -0.455 -3.201
H -0.446 -1.085 -5.036
H 0.631 0.312 -5.241
H -2.712 -0.394 -4.594
H -3.308 0.327 -3.084
H -2.420 -1.235 -3.039
B -3.243 2.874 0.319
N -2.121 3.515 1.174
C -2.117 4.554 2.017
C -0.806 4.819 2.379
C -0.056 3.870 1.689
N -0.862 3.100 0.963
N -3.017 3.371 -1.120
C -3.542 4.406 -1.781
C -2.698 4.726 -2.832
C -1.649 3.819 -2.720
N -1.849 3.002 -1.686
H -4.330 3.131 0.740
H -3.000 1.650 0.288
H -3.037 5.040 2.296
H -0.451 5.580 3.050
H 1.011 3.714 1.682
H -4.476 4.843 -1.470
H -2.819 5.501 -3.566
H -0.769 3.730 -3.334
N -1.811 -1.955 -0.046
N -2.416 -0.663 -0.043
H -2.486 -2.656 0.252
H -1.060 -1.929 0.637
H -2.868 -0.453 0.848
H -3.130 -0.639 -0.769
```

Summary:
HOMO energy (alpha / beta): -9.9550 / -9.9489 eV
multiplicity: 6
energy above the lowest of the compared OMol25 structures with the same formula, charge and spin: 114.96 kJ/mol
charge: +1

Entry 9:
The following is a quantum chemistry calculation of an isolated molecule of C3H6S, from OMol25.

```
10
C3H6S (wB97M-V/def2-TZVPD)
C 1.850 -0.073 -0.490
C 1.214 1.013 0.017
S -0.580 1.229 -0.103
C -1.443 -0.088 0.741
H 2.973 -0.345 -0.505
H 1.259 -0.821 -1.017
H 1.828 1.863 0.543
H -1.612 -1.042 0.088
H -2.354 0.339 1.040
H -0.857 -0.577 1.550
```

Summary:
HOMO energy: -8.5452 eV
energy above the lowest of the compared OMol25 structures with the same formula, charge and spin: 92.57 kJ/mol
SMILES: C=CSC

Entry 10:
The following is a quantum chemistry calculation of the ion CH3O2 with charge -1, from OMol25.

```
6
CH3O2 (wB97M-V/def2-TZVPD)
O 0.252 -0.686 -1.027
C 0.444 -0.165 0.252
O -0.693 0.779 0.666
H 1.353 0.273 0.515
H 0.459 -0.889 1.169
H -0.955 0.862 -0.308
```

Summary:
HOMO energy: -2.5436 eV
energy above the lowest of the compared OMol25 structures with the same formula, charge and spin: 54.25 kJ/mol
SMILES: [O-]CO
charge: -1

Entry 11:
The following is a quantum chemistry calculation of an isolated molecule of C12H8ClN3, from OMol25.

```
24
C12H8ClN3 (wB97M-V/def2-TZVPD)
N 0.040 2.327 1.290
C 0.735 1.497 0.908
C 1.654 0.508 0.503
C 3.016 0.806 0.530
C 3.939 -0.187 0.255
C 3.460 -1.464 -0.001
N 2.178 -1.766 -0.047
C 1.271 -0.812 0.162
N -0.020 -1.241 0.100
C -1.177 -0.502 -0.150
C -1.172 0.622 -0.971
C -2.346 1.312 -1.202
C -3.540 0.891 -0.644
C -3.543 -0.248 0.146
Cl -5.025 -0.809 0.832
C -2.378 -0.948 0.397
H 3.331 1.808 0.783
H 4.997 0.017 0.264
H 4.134 -2.292 -0.180
H -0.112 -2.248 0.108
H -0.256 0.944 -1.443
H -2.333 2.187 -1.834
H -4.456 1.429 -0.823
H -2.396 -1.831 1.018
```

Summary:
HOMO energy: -8.4140 eV
SMILES: N#Cc1cccnc1Nc1cccc(Cl)c1

Entry 12:
The following is a quantum chemistry calculation of a structure of composition C21H20N6O4RuS3, from OMol25.

```
55
C21H20N6O4RuS3 (wB97M-V/def2-TZVPD)
Ru -0.641 -0.555 -0.411
C 0.208 4.055 -5.363
C 0.156 3.404 -4.006
C -0.685 3.884 -3.001
C -0.735 3.285 -1.762
C 0.061 2.170 -1.436
N 0.029 1.583 -0.189
C -0.155 2.415 0.895
C 0.567 3.624 0.992
C 0.463 4.466 2.077
C -0.370 4.161 3.153
C -0.467 5.064 4.355
C -1.077 2.976 3.084
C -0.984 2.123 1.987
N -1.791 0.958 2.000
C -3.084 0.878 2.353
C -3.441 -0.453 2.333
C -2.282 -1.122 1.943
N -1.277 -0.257 1.748
C 0.872 1.683 -2.465
C 0.916 2.286 -3.716
N 1.694 0.553 -2.236
C 2.986 0.409 -2.584
C 3.345 -0.889 -2.306
C 2.190 -1.472 -1.773
N 1.203 -0.590 -1.740
H 0.098 5.137 -5.280
H -0.598 3.688 -6.004
H 1.154 3.843 -5.863
H -1.325 4.735 -3.206
H -1.418 3.653 -1.008
H 1.234 3.873 0.177
H 1.052 5.377 2.096
H -0.340 6.108 4.067
H 0.307 4.826 5.089
H -1.434 4.957 4.848
H -1.729 2.692 3.903
H -3.657 1.766 2.556
H -4.407 -0.880 2.532
H -2.114 -2.178 1.815
H 1.553 1.854 -4.480
H 3.551 1.231 -2.987
H 4.307 -1.351 -2.444
H 2.031 -2.477 -1.426
O -2.493 0.762 -0.656
S -3.297 -0.086 -1.592
O -3.454 0.527 -2.890
O -4.504 -0.580 -0.971
S -2.046 -1.734 -1.877
S 0.512 -2.522 0.770
C -0.196 -3.918 0.190
N -0.643 -4.928 -0.156
O 2.458 0.216 1.141
H 2.326 -0.737 1.182
H 1.583 0.603 1.280
```

Summary:
HOMO energy (alpha / beta): -4.6510 / -4.6232 eV
multiplicity: 2
energy above the lowest of the compared OMol25 structures with the same formula, charge and spin: 215.98 kJ/mol
charge: -1

Entry 13:
The following is a quantum chemistry calculation of an isolated molecule of C4H8O2, from OMol25.

```
14
C4H8O2 (wB97M-V/def2-TZVPD)
C -1.508 -0.601 0.286
C -0.149 0.110 0.183
C 1.042 -0.733 -0.270
O 2.291 -0.265 0.158
C -0.039 1.447 -0.369
O -0.053 1.257 1.042
H -1.793 -0.992 1.275
H -1.564 -1.454 -0.395
H -2.290 0.102 0.000
H 1.102 -0.686 -1.372
H 0.816 -1.753 0.017
H 2.138 -0.019 1.072
H -0.912 1.768 -0.909
H 0.931 1.809 -0.733
```

Summary:
HOMO energy: -9.9816 eV
energy above the lowest of the compared OMol25 structures with the same formula, charge and spin: 242.76 kJ/mol
SMILES: C[C@@]1(CO)CO1

Entry 14:
The following is a quantum chemistry calculation of an isolated molecule of C6H12O, from OMol25.

```
19
C6H12O (wB97M-V/def2-TZVPD)
C -2.585 0.239 -0.103
C -1.324 0.292 0.751
C -0.157 0.619 -0.161
C 1.250 0.515 0.366
C 1.702 -0.829 0.864
C 2.027 -0.425 -0.545
O 1.346 -1.108 -1.586
H -2.747 1.205 -0.597
H -2.465 -0.511 -0.896
H -3.477 -0.014 0.475
H -1.149 -0.687 1.219
H -1.426 1.016 1.568
H -0.277 1.595 -0.648
H -0.190 -0.126 -0.965
H 1.714 1.398 0.820
H 0.926 -1.567 1.053
H 2.530 -0.871 1.569
H 3.052 -0.204 -0.815
H 1.248 -0.539 -2.370
```

Summary:
HOMO energy: -9.6744 eV
energy above the lowest of the compared OMol25 structures with the same formula, charge and spin: 154.38 kJ/mol
SMILES: CCC[C@H]1C[C@H]1O

Entry 15:
The following is a quantum chemistry calculation of a structure of composition C27H17Br15F14N2OS2, from OMol25.

```
78
C27H17Br15F14N2OS2 (wB97M-V/def2-TZVPD)
O -1.304 2.979 -1.090
C -1.091 2.514 -2.343
C -2.268 1.641 -3.134
C -3.013 0.532 -2.181
C -4.255 0.944 -1.139
S -4.919 2.722 -1.006
C -4.997 -0.169 -0.146
F -6.111 0.224 0.792
C -4.536 -1.747 -0.094
N -5.018 -2.918 0.734
S -4.062 -4.317 0.258
N -3.030 -3.574 -0.939
C -3.319 -2.103 -1.132
C -2.558 -1.043 -2.157
C -1.335 -1.696 -3.071
C -0.094 -1.976 -1.982
C 1.206 -2.373 -2.880
F 0.824 -3.615 -3.652
F 1.547 -1.363 -3.951
C 2.597 -2.654 -2.066
F 3.400 -3.535 -3.006
F 3.358 -1.387 -2.034
C 2.492 -3.499 -0.697
F 1.425 -4.548 -0.930
F 3.757 -4.322 -0.590
C 2.155 -2.798 0.694
F 0.668 -2.909 0.946
F 2.765 -3.649 1.786
C 2.577 -1.278 1.004
F 1.862 -0.224 0.194
F 2.121 -0.995 2.421
C 4.165 -0.905 0.987
F 4.640 -0.757 2.403
F 4.278 0.469 0.370
F 5.058 -1.864 0.313
C 0.301 2.771 -3.195
C 0.591 4.025 -4.209
C 2.044 4.049 -4.996
C 3.225 2.897 -4.828
C 2.953 1.668 -3.771
C 1.497 1.657 -2.997
H -3.101 2.444 -3.420
H -1.840 1.217 -4.139
H -4.166 3.260 0.082
H -1.005 -0.837 -3.828
H -1.664 -2.662 -3.643
H -0.488 -2.900 -1.337
H -0.009 -0.986 -1.364
H -0.238 4.849 -4.339
H 2.303 4.933 -5.754
H 4.249 2.906 -5.420
H 3.728 0.787 -3.567
H 1.313 0.740 -2.257
C -3.075 3.448 3.112
Br -2.231 3.363 1.362
Br -4.996 3.722 2.977
Br -2.640 1.897 4.202
H -2.662 4.324 3.624
C -3.719 8.059 4.061
Br -4.316 8.387 2.238
Br -5.179 7.474 5.206
Br -2.214 6.829 4.120
H -3.366 9.016 4.458
C 5.282 -6.015 2.842
Br 5.345 -4.455 1.681
Br 3.483 -6.743 2.978
Br 6.573 -7.368 2.308
H 5.567 -5.678 3.845
C -7.990 0.307 3.601
Br -8.629 2.021 2.939
Br -6.460 0.513 4.784
Br -9.415 -0.724 4.433
H -7.648 -0.264 2.732
C 7.866 -1.707 4.459
Br 9.540 -2.518 3.889
Br 6.684 -3.003 5.302
Br 8.163 -0.154 5.592
H 7.358 -1.352 3.556
```

Summary:
HOMO energy: -8.8448 eV

Entry 16:
The following is a quantum chemistry calculation of a cluster of 2 separate species, C7H5BrN2O4 in total, from OMol25.

```
19
C7H5BrN2O4 (wB97M-V/def2-TZVPD)
C 2.681 0.727 0.165
C 2.179 0.482 -1.099
C 1.837 0.523 1.283
C 0.862 0.121 -1.258
C 0.508 0.105 1.149
C 0.010 -0.069 -0.164
C -1.335 -0.563 -0.155
N -1.853 -1.122 1.052
N -2.208 -0.610 -1.298
O -2.760 -0.733 1.700
O -1.190 -2.096 1.311
O -3.307 -1.126 -1.107
O -1.860 0.006 -2.277
Br -2.646 2.155 0.282
H 3.776 0.859 0.272
H 2.738 0.704 -1.924
H 2.295 0.819 2.244
H 0.572 -0.278 -2.138
H -0.298 0.095 1.963
```

Summary:
HOMO energy (alpha / beta): -9.2836 / -10.4335 eV
energy above the lowest of the compared OMol25 structures with the same formula, charge and spin: 261.54 kJ/mol

no.,E_tot (Ha),largest force on an atom (eV/A)
1,-1037.95138,3.06
2,-265.73488,0.91
3,-310.17847,3.07
4,-759.65463,2.51
5,-617.02686,4.40
6,-744.43200,4.73
7,-351.31190,0.88
8,-6799.20688,3.43
9,-516.03056,4.33
10,-190.35275,3.88
11,-1086.55222,0.97
12,-2731.28660,1.46
13,-307.61997,1.02
14,-311.00047,0.67
15,-42027.49488,9.05
16,-3253.90713,3.29